Record 1
Here is 5 unconnected molecules or ions with the total composition C48H68Cl3F2N5O9 from the OMol25 dataset. Energies are from the ωB97M-V functional and the def2-TZVPD basis.

Atoms and positions in Å:
C (3.44941, -4.06287, 2.93222)
C (2.27770, -3.58133, 2.27321)
C (0.95171, -2.80890, 1.64403)
C (-0.52200, -3.39298, 2.06240)
C (-0.79330, -4.71318, 3.03020)
C (-1.42560, -5.87323, 2.00457)
C (-3.05163, -6.04174, 2.14238)
F (-3.42046, -7.49957, 2.28598)
C (-1.85207, -2.62231, 1.48737)
C (-1.72278, -1.30746, 0.46277)
Cl (-3.32417, -0.55318, -0.09304)
C (-0.25556, -0.72976, -0.01459)
C (1.08103, -1.50327, 0.62603)
C (2.54509, -0.86720, 0.13510)
O (3.65057, -1.65982, 0.08462)
C (2.65537, 0.73080, -0.34572)
C (1.31306, 1.49552, -0.98659)
C (1.36473, 3.06623, -1.52978)
C (0.06818, 3.83031, -2.18007)
C (-0.83746, 4.55908, -0.97758)
C (-2.30549, 3.85136, -0.79866)
C (-3.43503, 4.86840, -0.10506)
C (-4.58044, 3.86523, 0.54625)
C (-6.10425, 4.18881, -0.05748)
C (-6.90608, 2.75184, -0.06897)
C (-8.10325, 2.68708, -1.22321)
O (-9.29190, 1.97911, -0.68631)
C (-9.24388, 0.54304, -1.01179)
C (2.80498, 3.90653, -1.41973)
C (2.97664, 5.45435, -1.97478)
C (3.57609, 5.54554, -3.49800)
O (2.87424, 6.61912, -4.27725)
C (3.43105, 4.17571, -4.38699)
N (2.01580, 3.85698, -4.83919)
C (4.16937, 3.19822, -0.76137)
C (5.62542, 3.96808, -0.64136)
C (6.63905, 3.39293, -1.83792)
O (7.96598, 3.69884, -1.83787)
F (6.17743, 2.54837, -2.97339)
C (4.05977, 1.61555, -0.23199)
C (5.46446, 0.98224, 0.39275)
Cl (5.93805, 1.52411, 2.12901)
C (6.37136, 0.04538, -0.34301)
C (7.77438, -0.49366, 0.36598)
Cl (5.96824, -0.53894, -2.05487)
C (-0.05447, 0.54878, -1.07372)
O (-1.00122, 0.74084, -1.99574)
H (4.58429, -4.39019, 3.07034)
H (-1.62350, -4.53663, 3.84112)
H (0.20062, -5.17494, 3.45373)
H (-0.82469, -6.89889, 2.09125)
H (-1.22534, -5.50292, 0.88893)
H (-3.58370, -5.69256, 1.13507)
H (-3.53278, -5.39215, 3.00120)
H (-2.92771, -3.02405, 1.81351)
H (0.43058, 4.73992, -2.86313)
H (-0.59181, 3.15699, -2.89353)
H (-1.02972, 5.68648, -1.30426)
H (-0.22860, 4.62621, 0.03991)
H (-2.75966, 3.55484, -1.85020)
H (-2.15250, 2.88334, -0.12204)
H (-2.97314, 5.54232, 0.74095)
H (-3.87974, 5.61193, -0.91910)
H (-4.30950, 2.75227, 0.25513)
H (-4.53618, 3.93926, 1.72252)
H (-6.06544, 4.68976, -1.13038)
H (-6.61990, 4.90195, 0.74510)
H (-6.20901, 1.82156, -0.27604)
H (-7.41945, 2.56529, 0.97562)
H (-7.65959, 2.07855, -2.14566)
H (-8.39077, 3.79738, -1.52198)
H (-8.19867, 0.07633, -0.71774)
H (-9.47532, 0.32834, -2.13905)
H (-10.05047, -0.03824, -0.37538)
H (1.93964, 6.04572, -1.97293)
H (3.69552, 6.11723, -1.29146)
H (4.71994, 5.87926, -3.49722)
H (3.18013, 7.52582, -3.97078)
H (3.88421, 3.21258, -3.89705)
H (4.05699, 4.35251, -5.38801)
H (1.93335, 2.80546, -4.97401)
H (1.83737, 4.27158, -5.78663)
H (5.57238, 5.12864, -0.78702)
H (6.12220, 3.77112, 0.40080)
H (8.49268, -0.79496, -0.52769)
H (7.60060, -1.36312, 1.13373)
H (8.28103, 0.46254, 0.86340)
C (1.15077, -4.94370, 8.12517)
N (1.98073, -5.67158, 7.18836)
C (3.40339, -5.76647, 7.44148)
C (1.45818, -6.27560, 6.06490)
O (2.10016, -6.90493, 5.23338)
H (1.50149, -3.90906, 8.17805)
H (1.23534, -5.41196, 9.10995)
H (0.10313, -4.95211, 7.81242)
H (3.94516, -5.32646, 6.59885)
H (3.68038, -6.82164, 7.52599)
H (3.66754, -5.24157, 8.36353)
H (0.36811, -6.14150, 5.96987)
C (5.27323, 5.16040, -9.75891)
N (4.33894, 4.14161, -9.32831)
C (4.57438, 2.76695, -9.71808)
C (3.23418, 4.44054, -8.56006)
O (2.40588, 3.63112, -8.16210)
H (5.30200, 5.17403, -10.85219)
H (6.26533, 4.91814, -9.36745)
H (4.97500, 6.14745, -9.39528)
H (3.71637, 2.40830, -10.29458)
H (4.67478, 2.15372, -8.81745)
H (5.48277, 2.68663, -10.32125)
H (3.15153, 5.51363, -8.32148)
C (8.26699, -8.19716, 9.11569)
N (7.02991, -7.44808, 9.18454)
C (7.07963, -6.00453, 9.08093)
C (5.80868, -8.06674, 9.34557)
O (4.72697, -7.49649, 9.41154)
H (8.92133, -7.87431, 9.93049)
H (8.74886, -7.99592, 8.15470)
H (8.08290, -9.27103, 9.20711)
H (6.65211, -5.56743, 9.98830)
H (6.48054, -5.68841, 8.22162)
H (8.11037, -5.66141, 8.95727)
H (5.88610, -9.16433, 9.41320)
C (-14.14860, 0.58416, -3.01872)
N (-13.11861, -0.37421, -3.36060)
C (-13.47509, -1.52986, -4.15712)
C (-11.81146, -0.21982, -2.95124)
O (-10.89272, -0.98913, -3.20360)
H (-14.93058, 0.07422, -2.44885)
H (-14.57177, 0.99214, -3.94104)
H (-13.74190, 1.40205, -2.41781)
H (-13.24026, -2.43743, -3.59291)
H (-12.88331, -1.52421, -5.07745)
H (-14.54007, -1.51510, -4.40418)
H (-11.65127, 0.69158, -2.35209)

Values from the calculation:
**SMILES**: C#Cc1c(CCCF)cc(Cl)c2c1C(=O)c1c(c(CCCCCCCCOC)c(C[C@H](O)CN)c(CC(=O)F)c1/C(Cl)=C(/C)Cl)C2=O.CN(C)C=O.CN(C)C=O.CN(C)C=O.CN(C)C=O
**HOMO-LUMO gap**: 6.74 eV

***

Record 2
Here is a molecular structure, C48H68FO7Ti from the OMol25 dataset. Energies are from the ωB97M-V functional and the def2-TZVPD basis.

Atoms and positions in Å:
Ti (0.24834, -0.08138, -0.06134)
C (1.92290, -2.72148, -0.87550)
O (1.68356, -1.33527, -1.10781)
C (2.48419, -0.82226, -2.13005)
C (2.03160, -0.87176, -3.45631)
C (0.61374, -1.25004, -3.79724)
C (-0.18378, 0.03134, -3.87979)
C (-0.26714, 0.72978, -5.06885)
C (-0.96493, 1.92719, -5.18145)
C (-1.60440, 2.39919, -4.04103)
C (-1.54299, 1.72540, -2.82992)
C (-2.36600, 2.17823, -1.65365)
C (-1.75528, 3.05458, -0.58325)
C (-2.57745, 3.97534, 0.05296)
C (-2.18756, 4.67083, 1.19482)
C (-0.94868, 4.35495, 1.73134)
C (-0.09043, 3.44321, 1.12992)
C (1.11461, 2.98860, 1.91762)
C (2.40029, 2.73337, 1.17772)
C (3.33997, 3.73776, 1.03893)
C (4.57899, 3.52297, 0.43869)
C (4.83598, 2.24224, -0.02880)
C (3.91819, 1.21075, 0.08834)
C (4.24347, -0.17445, -0.42510)
C (3.76585, -0.32565, -1.84784)
C (4.57652, 0.06437, -2.89779)
C (4.17403, -0.03668, -4.23156)
C (2.87969, -0.47540, -4.47580)
C (5.14886, 0.29374, -5.34764)
C (4.53786, 0.11276, -6.73928)
C (6.35137, -0.65303, -5.23985)
C (5.61655, 1.74804, -5.21882)
C (2.66528, 1.43465, 0.69106)
O (1.78168, 0.45934, 0.83733)
C (5.58298, 4.66440, 0.35026)
C (5.87947, 5.18486, 1.76401)
C (4.98751, 5.79687, -0.49715)
C (6.90841, 4.23710, -0.28571)
C (-0.46927, 2.84129, -0.07483)
O (0.42432, 2.00187, -0.74416)
C (1.20805, 2.68984, -1.71350)
C (-3.13943, 5.66030, 1.85391)
C (-3.56258, 6.72772, 0.83559)
C (-4.37777, 4.89433, 2.34196)
C (-2.51020, 6.37495, 3.05361)
C (-0.80133, 0.53269, -2.71726)
O (-0.72363, -0.12867, -1.58036)
C (-0.99267, 2.64158, -6.52480)
C (-1.53622, 1.69122, -7.60226)
C (0.43938, 3.06342, -6.88406)
C (-1.87455, 3.89269, -6.52068)
H (2.96857, -2.89835, -0.59919)
H (1.70146, -3.30838, -1.77531)
H (1.26767, -3.02264, -0.05688)
H (0.18073, -1.89996, -3.03318)
H (0.58789, -1.76723, -4.75950)
H (0.22316, 0.30896, -5.93554)
H (-2.18754, 3.30658, -4.07863)
H (-2.67161, 1.26307, -1.12871)
H (-3.26775, 2.67001, -2.02546)
H (-3.56434, 4.13696, -0.35703)
H (-0.62455, 4.80469, 2.65506)
H (0.81588, 2.03568, 2.37976)
H (1.29681, 3.71524, 2.71446)
H (3.09680, 4.71496, 1.43308)
H (5.78387, 2.01361, -0.49201)
H (3.75661, -0.90277, 0.22847)
H (5.32253, -0.33327, -0.38816)
H (5.56245, 0.43532, -2.66235)
H (2.50053, -0.53988, -5.48177)
H (4.21202, -0.91356, -6.89314)
H (5.28859, 0.34404, -7.49202)
H (3.69564, 0.78384, -6.88793)
H (6.02423, -1.68670, -5.32673)
H (6.86193, -0.53959, -4.28879)
H (7.06020, -0.44610, -6.03769)
H (4.76400, 2.42075, -5.27371)
H (6.30179, 1.99132, -6.02772)
H (6.12641, 1.91572, -4.27515)
H (4.98523, 5.59048, 2.22807)
H (6.63050, 5.97193, 1.72864)
H (6.25188, 4.37777, 2.39111)
H (4.05728, 6.15992, -0.06879)
H (4.78429, 5.44676, -1.50713)
H (5.68479, 6.63014, -0.55519)
H (7.37691, 3.44305, 0.29064)
H (7.59176, 5.08412, -0.31041)
H (6.75835, 3.89857, -1.30802)
H (1.83702, 3.45289, -1.23981)
H (0.56808, 3.16542, -2.46476)
H (1.84443, 1.94779, -2.19937)
H (-4.07275, 6.28272, -0.01409)
H (-2.68995, 7.26472, 0.46981)
H (-4.23796, 7.44211, 1.30288)
H (-4.89640, 4.42373, 1.51131)
H (-5.07061, 5.57030, 2.83911)
H (-4.08575, 4.11809, 3.04586)
H (-1.60669, 6.90405, 2.76121)
H (-2.27182, 5.67348, 3.84879)
H (-3.21465, 7.10292, 3.45008)
H (-0.89360, 0.82534, -7.73166)
H (-1.60372, 2.20550, -8.55904)
H (-2.52907, 1.34339, -7.32601)
H (1.09894, 2.20163, -6.93717)
H (0.83155, 3.74487, -6.13181)
H (0.45259, 3.56631, -7.84874)
H (-2.90222, 3.64178, -6.26766)
H (-1.86881, 4.33467, -7.51543)
H (-1.50485, 4.63747, -5.81949)
O (-0.93595, -2.21037, -0.15837)
H (-0.92643, -2.21311, -1.12442)
H (-1.82728, -1.87543, 0.05655)
O (0.68461, -1.66654, 1.86688)
H (1.37368, -0.98112, 1.90452)
H (-0.09298, -1.29423, 2.30547)
F (-0.97505, 0.38150, 1.27550)
C (-4.92943, 0.36574, 1.36253)
C (-4.51518, -0.79620, 0.47616)
O (-3.16472, -0.71674, 0.06761)
H (-6.00360, 0.33637, 1.52705)
H (-4.66733, 1.31341, 0.89542)
H (-4.42971, 0.30200, 2.32646)
H (-5.11253, -0.80736, -0.44173)
H (-4.67945, -1.74908, 1.00227)
H (-2.66816, -0.15727, 0.68963)

Values from the calculation:
**Spin multiplicity**: 2
**HOMO-LUMO gap (alpha / beta)**: 7.46 / 8.34 eV

***

Record 3
Here is a molecular structure, C48H70As2CsN3P3Si from the OMol25 dataset. Energies are from the ωB97M-V functional and the def2-TZVPD basis.

Atoms and positions in Å:
Cs (0.44467, 1.21487, -0.12293)
C (-0.32743, 0.57703, -3.63575)
C (0.96981, -0.02763, -4.18333)
C (0.69251, -0.51068, -5.60826)
P (1.61356, -1.21769, -2.89464)
C (3.31162, -1.76517, -3.45506)
C (3.68538, -2.98928, -2.61493)
C (3.65928, -1.98352, -4.92481)
C (0.48289, -2.66448, -3.09779)
C (0.40450, -3.36379, -4.30557)
C (-0.52687, -4.37110, -4.50214)
C (-1.41425, -4.67821, -3.48032)
C (-1.32531, -4.01322, -2.26705)
C (-0.37083, -3.01396, -2.02432)
Si (-0.16835, -2.13035, -0.31612)
C (1.32421, -3.21347, 0.35190)
C (1.55472, -4.50060, -0.16247)
C (2.57613, -5.32164, 0.28446)
C (3.42155, -4.87757, 1.29158)
C (3.23510, -3.60994, 1.81328)
C (2.21544, -2.76671, 1.35394)
P (2.02372, -1.07393, 2.05643)
C (3.70398, -0.25302, 1.92709)
C (3.79296, 0.49607, 0.58368)
C (4.98493, -1.06893, 2.11395)
C (1.74866, -1.35099, 3.88316)
C (0.55504, -2.29884, 4.03386)
C (2.90617, -1.78217, 4.77897)
C (-1.61775, -2.85946, 0.76824)
C (-1.57806, -4.17828, 1.25099)
C (-2.52213, -4.69056, 2.12227)
C (-3.57003, -3.88356, 2.54577)
C (-3.64635, -2.58328, 2.08368)
C (-2.68988, -2.05144, 1.20821)
P (-2.79256, -0.28016, 0.68733)
C (-4.19924, -0.25589, -0.54290)
C (-5.34597, -1.23895, -0.33223)
C (-3.58703, -0.44654, -1.93174)
C (-3.46665, 0.64925, 2.16842)
C (-4.93670, 0.58314, 2.58322)
C (-2.53745, 0.39235, 3.35495)
H (-0.76280, 1.26619, -4.36596)
H (-0.21915, 1.12111, -2.69607)
H (-1.05901, -0.21650, -3.45908)
H (1.73939, 0.75449, -4.21535)
H (-0.15613, -1.19748, -5.61800)
H (1.53929, -1.01717, -6.06504)
H (0.43067, 0.34325, -6.23945)
H (3.93006, -0.93153, -3.09927)
H (3.09584, -3.85824, -2.91394)
H (3.50121, -2.82088, -1.55170)
H (4.74264, -3.23126, -2.74832)
H (3.09407, -2.80522, -5.36522)
H (4.71949, -2.24048, -5.00818)
H (3.49306, -1.08684, -5.52118)
H (1.07066, -3.10949, -5.11897)
H (-0.56744, -4.89708, -5.44851)
H (-2.16496, -5.44784, -3.62200)
H (-2.00689, -4.29146, -1.47052)
H (0.90810, -4.87356, -0.94852)
H (2.70981, -6.30600, -0.15039)
H (4.22232, -5.50591, 1.66341)
H (3.90450, -3.27163, 2.59211)
H (3.65313, 0.49445, 2.73218)
H (3.56208, -0.17290, -0.25112)
H (4.80226, 0.88432, 0.43463)
H (3.12557, 1.35800, 0.51613)
H (5.09777, -1.79607, 1.30633)
H (5.02645, -1.60512, 3.06149)
H (5.84421, -0.39510, 2.07453)
H (1.42308, -0.35840, 4.21967)
H (0.84113, -3.31729, 3.76584)
H (-0.27791, -2.01335, 3.38517)
H (0.20021, -2.30500, 5.06762)
H (3.23372, -2.79566, 4.54500)
H (2.58130, -1.77863, 5.82356)
H (3.76049, -1.10988, 4.69643)
H (-0.76148, -4.82152, 0.94283)
H (-2.43946, -5.71240, 2.47556)
H (-4.31960, -4.26172, 3.23103)
H (-4.46920, -1.96763, 2.41651)
H (-4.58763, 0.76912, -0.47574)
H (-4.98229, -2.26576, -0.39388)
H (-6.10362, -1.10166, -1.10937)
H (-5.83013, -1.11886, 0.63646)
H (-3.07453, -1.41102, -1.99936)
H (-2.85036, 0.33141, -2.14079)
H (-4.35860, -0.41909, -2.70636)
H (-3.28782, 1.68178, 1.83655)
H (-5.20337, -0.36506, 3.05029)
H (-5.60593, 0.74514, 1.73752)
H (-5.14060, 1.36668, 3.31915)
H (-2.64505, -0.62916, 3.72348)
H (-2.76802, 1.07668, 4.17476)
H (-1.48963, 0.53323, 3.07308)
C (-1.76533, 3.93960, 3.64280)
As (-0.52020, 3.69137, 2.13577)
C (1.10845, 4.19300, 3.10032)
C (-0.88667, 5.40902, 1.24837)
C (-0.80178, 6.58795, 1.98982)
C (-1.05927, 7.82241, 1.42211)
C (-1.41632, 7.89646, 0.08338)
C (-1.50248, 6.73471, -0.66201)
C (-1.23896, 5.48445, -0.10096)
As (-1.34734, 3.88660, -1.24037)
C (-0.37385, 4.56929, -2.79734)
C (-3.16570, 4.19660, -1.92985)
H (-1.66160, 4.92970, 4.08549)
H (-1.54778, 3.18607, 4.39973)
H (-2.79190, 3.80642, 3.30098)
H (0.97026, 5.09994, 3.68803)
H (1.90862, 4.34019, 2.37800)
H (1.37573, 3.37555, 3.77188)
H (-0.51926, 6.54918, 3.03512)
H (-0.97498, 8.72226, 2.01873)
H (-1.61725, 8.85511, -0.37872)
H (-1.77399, 6.80942, -1.70871)
H (-0.80910, 5.49255, -3.17938)
H (-0.40890, 3.81053, -3.58064)
H (0.66036, 4.73317, -2.50239)
H (-3.29231, 5.21198, -2.30515)
H (-3.88908, 4.01656, -1.13450)
H (-3.35620, 3.48945, -2.73829)
N (5.32495, 5.75722, 0.76114)
C (4.74504, 5.02955, 0.06923)
N (4.15484, 4.17515, -0.77212)
C (2.89538, 3.97623, -0.47080)
N (1.77176, 3.72862, -0.27167)

Values from the calculation:
**Charge**: -1
**HOMO-LUMO gap**: 5.02 eV

***

Number 1: F_max 10.0 eV/A, DFT total energy -119724.08052 eV. Number 2: F_max 2.1 eV/A, DFT total energy -91051.58259 eV. Number 3: F_max 0.8 eV/A, DFT total energy -213352.93691 eV.